ORCA calculation (ωB97M-V/def2-TZVPD) on an isolated molecule of C3H4N4O.

Geometry as XYZ:
```
12
Properties=species:S:1:pos:R:3:forces:R:3
O -0.2237 1.3348 0.5901 3.6 5.0 -0.8
N -1.5234 -1.4830 1.5379 0.2 -3.1 1.6
N -1.3692 -0.1874 1.9335 0.3 -0.4 -3.2
N -0.8878 -1.9591 0.5378 -0.9 3.3 -0.4
N -0.4327 -0.7072 -0.0992 -1.9 -1.4 4.5
C 0.4328 -0.1704 -1.0384 -0.5 -0.9 -6.9
C 0.9645 0.9817 -0.2730 1.0 1.2 1.4
C -0.7352 0.2558 0.8592 -1.5 -5.7 0.5
H 1.1321 -0.9748 -1.7073 -1.6 2.4 2.6
H -0.3016 0.2896 -1.9551 1.9 -1.1 2.1
H 1.9040 0.6535 0.3005 -1.6 0.8 -0.1
H 1.0402 1.9666 -0.6858 1.0 0.0 -1.2
```
Forces are in eV/Å.

* energy relative to the best compared isomer or geometry (same formula, charge and spin): 111.2 kcal per mole
* highest occupied orbital energy: -9.93 eV
* orbital gap: 10.453 eV


ORCA calculation (ωB97M-V/def2-TZVPD) on a structure of composition C17H20BIrNO6S5.

Geometry as XYZ:
```
51
Properties=species:S:1:pos:R:3:forces:R:3
Ir 1.0087 -1.1956 -0.6485 -0.1 0.9 0.4
S -3.7888 -2.9891 -0.7029 2.1 -0.4 -0.5
S -1.9542 -4.4158 0.9400 0.7 0.5 -0.7
S 0.5492 -3.2387 -1.4275 0.7 -0.7 -0.6
S -1.9430 -2.1520 -2.8602 -1.2 -0.5 1.4
S -4.8607 -1.2210 -3.0281 2.4 -1.7 1.7
O 1.9420 -0.9025 -2.9771 -1.3 -0.2 1.1
O 3.6058 0.1583 -3.8769 0.9 0.4 -2.3
O 2.8211 0.4357 3.1541 0.1 0.3 -0.3
O 1.6045 -0.7702 1.8335 -1.6 -1.4 -0.8
O -1.5975 0.3410 -0.5536 -0.4 -0.5 -0.5
O -0.2515 1.1798 1.0776 0.6 0.1 0.3
N 2.9126 0.0149 -0.4104 -0.5 -0.9 -1.3
C 2.9075 -0.1908 -2.8664 0.8 -0.1 1.3
C 4.6064 0.9644 0.8905 0.3 0.4 0.2
C -3.7704 1.1129 0.0141 0.4 1.4 -0.2
C -2.2774 1.5032 -0.0344 -1.0 0.8 0.8
C -3.5003 -2.1608 -2.1137 -1.5 2.2 -3.1
C -2.0734 -3.5353 -0.5681 0.0 0.5 -1.0
C 3.5561 0.3060 -1.5687 -0.9 -0.1 0.4
C -1.4828 3.1540 1.7314 -0.8 1.5 0.4
C 4.7175 1.0353 -1.5681 2.0 0.5 1.1
C -1.1698 -3.1145 -1.6447 -2.6 -0.2 2.9
C 2.5037 -0.0066 1.9442 1.5 0.2 1.1
C 5.2506 1.3682 -0.2858 -0.7 -0.8 0.2
C -2.0065 2.6318 -1.0430 -0.9 -0.3 0.7
C -0.2839 -5.1145 1.0359 -1.4 -0.9 0.0
C -1.5816 1.7174 1.3656 -0.4 -0.3 -1.0
C -2.1723 0.8813 2.4702 1.2 0.8 2.5
C 3.3817 0.3434 0.7856 0.1 0.3 -0.8
B -0.4076 0.3120 0.0648 0.6 -0.5 -0.3
H 6.1859 1.8664 -0.1372 0.4 0.3 -0.5
H 5.0264 1.0855 1.9088 0.1 0.3 -1.0
H -0.2057 -5.9581 0.3580 0.1 0.0 0.0
H -0.2598 -5.4399 2.0625 0.1 -0.4 0.4
H -2.3210 -0.1431 2.2219 -0.3 -0.8 -0.5
H -0.9727 2.9416 -1.0812 0.2 0.1 0.0
H -3.1106 1.3384 2.8339 0.4 -0.4 -0.1
H 5.3622 1.2487 -2.4509 -1.1 -0.1 0.6
H -2.6854 3.4817 -0.9504 0.3 0.1 0.5
H -4.4399 1.8831 0.5174 0.9 -1.3 -0.4
H -0.9936 3.7715 0.9670 -0.1 -0.3 0.2
H -4.0600 1.0497 -1.0208 -0.4 0.3 -0.6
H -2.3175 2.1961 -1.9574 0.1 -0.4 -1.3
H -3.8353 0.0775 0.3067 -0.3 -0.1 1.0
H 3.2371 -0.2497 -4.7037 0.3 0.5 0.7
H -2.5020 3.5884 1.9208 0.8 -0.5 -0.4
H 0.4753 -4.4093 0.8928 0.9 1.0 -0.2
H -1.4117 0.8396 3.3718 -1.5 0.3 -1.7
H 3.5433 1.0761 3.1425 -0.1 0.1 0.1
H -0.9606 3.3041 2.6683 0.3 -0.2 0.2
```
Forces are in eV/Å.

* highest occupied orbital energy (alpha / beta): -13.25 / -14.43 eV
* orbital gap (alpha / beta): 6.507 / 5.515 eV
* 2S+1: 6
* net charge: +2


ORCA calculation (ωB97M-V/def2-TZVPD) on an isolated molecule of C4H8S.

Geometry as XYZ:
```
13
Properties=species:S:1:pos:R:3:forces:R:3
S -0.5160 2.1097 -2.0275 1.4 -0.7 -0.1
C 0.2214 -0.0108 -0.5040 1.5 -1.0 3.9
C -0.3435 1.3596 -0.3228 1.6 2.4 -0.6
C 0.3249 -0.7289 0.9167 -0.4 0.2 0.2
C -0.1265 -1.9208 1.3002 -1.2 -2.4 -2.0
H 0.7342 -0.2269 1.8170 -0.2 0.6 -1.0
H -0.1847 -2.2036 2.3589 0.4 0.1 -0.5
H 1.2839 0.0916 -0.7980 -0.7 -0.3 -0.7
H -1.3515 1.4125 0.0071 -0.8 -0.3 0.7
H 0.3126 2.0654 0.3385 -1.2 -1.4 -1.2
H -0.4378 -0.6069 -1.0882 0.0 -0.5 -0.9
H 0.6079 1.4519 -2.5601 -1.2 0.8 0.5
H -0.5248 -2.7928 0.5622 0.8 2.4 1.6
```
Forces are in eV/Å.

* energy relative to the best compared isomer or geometry (same formula, charge and spin): 24.8 kcal per mole
* highest occupied orbital energy: -9.09 eV
* orbital gap: 10.131 eV


ORCA calculation (ωB97M-V/def2-TZVPD) on a cluster of 2 separate species, C3F3O2 in total.

Geometry as XYZ:
```
8
Properties=species:S:1:pos:R:3:forces:R:3
F -0.5636 2.0030 -0.2747 -0.4 -1.1 0.7
F 2.6050 0.4707 0.3951 -0.9 0.1 0.1
F 1.6423 -1.3401 -0.0755 -0.7 -1.5 1.0
O -2.1634 -1.0201 -0.4534 -0.2 -0.3 0.7
O -0.8361 -0.0001 1.2476 -1.0 0.0 0.8
C -1.3411 -0.3151 0.0583 0.0 0.8 -1.0
C -0.3084 0.6531 -0.0256 3.0 -0.3 -0.8
C 1.6793 -0.1063 -0.5106 0.3 2.3 -1.4
```
Forces are in eV/Å.

* energy relative to the best compared isomer or geometry (same formula, charge and spin): 86.9 kcal per mole
* highest occupied orbital energy: -3.07 eV
* orbital gap: 7.220 eV
* net charge: -1


ORCA calculation (ωB97M-V/def2-TZVPD) on an isolated molecule of C27H29N5O4S.

Geometry as XYZ:
```
66
Properties=species:S:1:pos:R:3:forces:R:3
S 0.0396 2.3630 -1.9849 -0.1 0.5 -0.2
O 2.4814 5.6302 1.7677 -0.3 -0.2 0.0
O -3.0274 3.1595 -0.6925 -0.1 0.2 0.3
O 1.9747 -4.6235 0.1088 0.1 0.0 0.2
O -5.9818 -1.9563 2.1401 0.2 -0.1 -0.2
N -3.0317 1.0226 -1.4979 -0.1 -0.2 -0.3
N 2.6886 -0.5650 0.5048 0.1 0.7 0.2
N -0.3805 -1.4638 -1.9371 0.3 -1.2 0.4
N 0.9122 -0.0072 -0.8690 -0.4 -0.8 -0.2
N -0.7174 -0.2308 -2.3223 0.3 0.8 -0.1
C 3.3397 -4.2191 0.1958 0.6 0.0 0.2
C 3.7320 6.2742 1.8305 0.2 0.1 0.0
C -3.7703 -1.0535 -0.5720 -0.1 0.1 0.1
C 1.9163 0.3422 0.0082 0.4 -0.1 0.3
C 1.1529 3.7716 1.2997 0.1 0.2 0.1
C 4.0194 -5.2918 1.0463 -0.3 0.3 -0.2
C -1.9246 2.0904 -3.9689 -0.1 0.0 -0.1
C 3.5244 3.5951 0.9247 0.1 0.3 0.1
C 0.9804 2.4822 0.8554 0.2 0.0 0.2
C 3.4222 -2.8507 0.8975 -0.2 -0.3 -0.1
C -4.5049 -1.7829 0.3344 -0.2 0.0 0.2
C -5.3318 0.2490 1.3094 -0.2 -0.3 0.2
C 0.6119 -1.3560 -1.0878 -0.1 0.2 0.0
C 2.4249 4.3508 1.3269 -0.2 -0.2 0.0
C -6.7902 -1.3662 3.1276 -0.1 0.1 0.1
C -4.5927 0.9839 0.3973 0.1 0.1 -0.2
C 2.0789 1.7312 0.4300 0.0 0.4 0.0
C -5.2964 -1.1397 1.2885 0.1 0.1 -0.1
C 4.0019 -4.1469 -1.1855 -0.3 -0.1 0.2
C 3.3477 2.2951 0.4934 -0.3 -0.2 -0.1
C -3.8056 0.3415 -0.5480 -0.2 0.0 0.3
C -1.6696 2.6911 -2.5981 0.3 -0.3 0.1
C -2.6573 2.3195 -1.4867 0.2 0.1 -0.4
C 0.0343 0.6471 -1.7037 -0.2 0.3 -0.3
C 1.1465 -3.7942 -0.6644 -0.3 0.0 -0.3
C 1.4101 -2.3362 -0.4649 0.6 0.1 0.5
C 2.4737 -1.8816 0.2687 -0.6 -0.7 -0.5
H -2.5376 0.4071 -2.1418 -0.1 0.3 0.1
H 3.5277 7.2764 2.2036 0.1 -0.1 0.0
H -4.4826 -2.8610 0.3272 0.0 -0.1 0.0
H -0.0073 2.0460 0.8705 -0.1 0.0 0.0
H 4.1979 1.7058 0.1874 0.1 -0.1 0.0
H -6.2023 -0.7443 3.8108 0.0 0.0 0.0
H 3.1509 -2.9672 1.9503 0.1 0.0 0.0
H -4.6217 2.0602 0.4265 0.0 0.0 0.0
H 5.0464 -5.0109 1.2603 0.1 0.0 0.0
H 4.0088 -6.2411 0.5185 0.0 -0.1 -0.1
H 4.4345 -2.4480 0.8580 0.0 0.0 0.0
H -1.7212 1.0229 -3.9817 -0.1 0.1 -0.1
H -1.6653 3.7840 -2.6527 0.0 -0.2 0.1
H 3.7956 -5.0598 -1.7394 0.0 -0.1 -0.1
H -5.9316 0.7800 2.0314 -0.1 0.0 0.1
H 1.2378 -4.0260 -1.7384 0.0 0.0 0.1
H 4.4124 5.7639 2.5195 0.0 0.0 0.0
H 4.5203 4.0081 0.9456 0.1 0.1 0.0
H -7.2286 -2.1940 3.6830 0.0 0.1 0.0
H 4.1976 6.3444 0.8424 0.0 0.0 0.0
H 0.1200 -4.0312 -0.3680 0.1 0.0 -0.1
H -7.5907 -0.7635 2.6861 0.0 0.0 0.0
H -2.9613 2.2626 -4.2522 -0.1 0.0 -0.1
H 3.4777 -5.4144 1.9799 0.0 0.0 0.1
H 5.0774 -4.0434 -1.0709 0.1 0.0 0.0
H -3.1527 -1.5605 -1.2995 0.1 -0.1 -0.1
H 3.6333 -3.2983 -1.7572 0.0 0.1 -0.1
H 0.3120 4.3586 1.6315 -0.1 0.1 0.1
H -1.2793 2.5688 -4.7027 0.0 0.0 0.0
```
Forces are in eV/Å.

* energy relative to the best compared isomer or geometry (same formula, charge and spin): 45.9 kcal per mole
* highest occupied orbital energy: -7.75 eV
* orbital gap: 7.854 eV


ORCA calculation (ωB97M-V/def2-TZVPD) on a cluster of 2 separate species, C10H8N2Se in total.

Geometry as XYZ:
```
21
Properties=species:S:1:pos:R:3:forces:R:3
Se -0.9552 1.1923 -0.8186 0.3 -0.5 1.1
N -4.1907 0.9160 1.2351 1.5 -0.8 -0.6
N -1.0594 -2.0540 1.4897 0.7 -1.7 0.8
C -1.3744 -1.0593 1.0359 -0.5 1.9 -0.9
C 2.7530 1.1273 1.2131 1.5 -0.6 1.1
C -3.1574 0.4905 0.8785 -2.6 1.8 1.1
C -1.8777 0.1587 0.5096 1.2 -0.8 -1.0
C 1.6914 0.1590 -1.1916 -0.2 1.8 0.2
C -3.5140 -1.5392 -1.2541 -2.4 1.4 -1.8
C 1.4017 1.2639 0.9744 -0.3 -0.1 0.5
C 0.8687 0.7771 -0.2569 0.0 0.6 0.7
C 3.0408 0.0376 -0.8896 0.9 -1.3 -1.0
C 3.5761 0.4656 0.2763 0.6 0.2 2.0
H 1.3364 0.1648 -2.2083 -0.1 -1.0 -0.2
H 0.8565 1.6969 1.8449 -0.2 -0.3 -1.3
H -3.0653 -2.4621 -0.9329 0.1 -0.1 0.2
H 4.6287 0.1794 0.5394 -1.1 0.7 -0.4
H -3.4791 -1.2722 -2.3930 0.3 -0.5 2.4
H 3.2408 1.4019 2.2099 -1.1 -0.1 -1.5
H 3.7720 -0.4895 -1.5050 -0.7 0.2 -0.5
H -4.4929 -1.1548 -0.7567 2.1 -0.8 -0.7
```
Forces are in eV/Å.

* energy relative to the best compared isomer or geometry (same formula, charge and spin): 67.9 kcal per mole
* highest occupied orbital energy (alpha / beta): -8.78 / -9.09 eV
* orbital gap (alpha / beta): 8.570 / 6.855 eV


What did the first record say?
ORCA calculation (ωB97M-V/def2-TZVPD) on an isolated molecule of C3H4N4O.

Geometry as XYZ:
```
12
Properties=species:S:1:pos:R:3:forces:R:3
O -0.2237 1.3348 0.5901 3.6 5.0 -0.8
N -1.5234 -1.4830 1.5379 0.2 -3.1 1.6
N -1.3692 -0.1874 1.9335 0.3 -0.4 -3.2
N -0.8878 -1.9591 0.5378 -0.9 3.3 -0.4
N -0.4327 -0.7072 -0.0992 -1.9 -1.4 4.5
C 0.4328 -0.1704 -1.0384 -0.5 -0.9 -6.9
C 0.9645 0.9817 -0.2730 1.0 1.2 1.4
C -0.7352 0.2558 0.8592 -1.5 -5.7 0.5
H 1.1321 -0.9748 -1.7073 -1.6 2.4 2.6
H -0.3016 0.2896 -1.9551 1.9 -1.1 2.1
H 1.9040 0.6535 0.3005 -1.6 0.8 -0.1
H 1.0402 1.9666 -0.6858 1.0 0.0 -1.2
```
Forces are in eV/Å.

* energy relative to the best compared isomer or geometry (same formula, charge and spin): 111.2 kcal per mole
* highest occupied orbital energy: -9.93 eV
* orbital gap: 10.453 eV